Formula: C31H83N5O13S8
Source: the OMol25 dataset
Level of theory: the ωB97M-V functional and the def2-TZVPD basis

CARTESIAN COORDINATES (ANGSTROEM)
C  -21.998  15.316  6.403
C  -21.838  15.778  5.000
O  -22.359  16.794  4.586
N  -20.938  15.061  4.211
C  -20.771  15.631  2.863
H  -22.906  14.754  6.642
H  -22.106  16.169  7.101
H  -21.250  14.583  6.647
H  -20.475  14.230  4.478
H  -20.405  16.637  2.894
H  -21.782  15.540  2.399
H  -20.018  15.005  2.356
C  -21.452  9.226  0.686
C  -20.387  10.241  0.448
O  -19.362  9.984  -0.142
N  -20.684  11.483  0.883
C  -20.011  12.615  0.285
H  -22.035  9.459  1.559
H  -21.046  8.205  0.719
H  -22.090  9.213  -0.209
H  -21.652  11.612  1.124
H  -19.901  13.430  1.022
H  -20.477  12.981  -0.580
H  -19.015  12.299  -0.018
C  -18.715  6.389  3.715
C  -17.778  6.937  4.763
O  -18.182  7.092  5.914
N  -16.588  7.348  4.314
C  -15.545  7.880  5.212
H  -18.897  5.350  4.039
H  -18.215  6.357  2.739
H  -19.678  6.952  3.725
H  -16.266  7.231  3.356
H  -15.887  8.344  6.072
H  -14.810  8.471  4.660
H  -15.044  7.004  5.661
C  -21.099  12.915  9.098
C  -22.329  12.488  9.912
O  -23.353  13.214  9.846
N  -22.267  11.437  10.795
C  -23.428  11.194  11.608
H  -21.327  13.877  8.669
H  -20.834  12.144  8.342
H  -20.166  13.007  9.718
H  -21.483  10.834  10.827
H  -24.253  11.839  11.251
H  -23.168  11.434  12.590
H  -23.779  10.136  11.504
C  -19.366  10.138  3.764
C  -20.189  11.212  4.527
O  -19.702  12.230  4.927
N  -21.475  10.754  4.731
C  -22.427  11.496  5.509
H  -19.934  9.259  3.389
H  -18.579  9.843  4.449
H  -18.922  10.662  2.909
H  -21.832  10.029  4.104
H  -23.077  10.800  6.026
H  -22.950  12.277  4.994
H  -21.821  12.026  6.291
C  -21.402  7.390  6.610
S  -22.103  8.687  7.691
O  -23.536  8.887  7.247
C  -22.164  7.576  9.202
H  -20.413  7.108  6.867
H  -21.383  7.910  5.615
H  -22.102  6.613  6.636
H  -22.735  6.708  9.013
H  -22.711  8.135  9.954
H  -21.163  7.311  9.485
C  -13.878  8.697  1.572
S  -15.425  8.179  0.797
O  -15.824  7.026  1.647
C  -16.312  9.571  1.459
H  -13.251  7.825  1.671
H  -14.137  9.144  2.540
H  -13.443  9.535  0.975
H  -16.315  9.588  2.556
H  -17.371  9.541  1.068
H  -15.860  10.486  1.068
C  -25.126  9.504  4.687
S  -24.361  8.497  3.381
O  -22.886  8.547  3.510
C  -24.841  6.842  4.031
H  -24.829  9.217  5.709
H  -26.228  9.696  4.539
H  -24.683  10.559  4.496
H  -24.636  6.902  5.128
H  -24.090  6.158  3.656
H  -25.899  6.604  3.869
C  -24.399  14.215  2.968
S  -24.321  12.888  1.616
O  -23.417  11.775  1.982
C  -26.049  12.326  1.944
H  -24.528  13.755  3.921
H  -25.158  14.905  2.589
H  -23.424  14.683  2.916
H  -26.282  12.509  2.975
H  -26.129  11.249  1.601
H  -26.728  12.863  1.295
C  -14.206  12.845  5.561
S  -14.537  12.030  4.005
O  -15.444  10.841  4.272
C  -15.562  13.277  3.163
H  -15.144  13.007  6.126
H  -13.814  13.868  5.342
H  -13.579  12.276  6.147
H  -14.826  14.022  2.765
H  -16.192  13.723  3.963
H  -16.038  12.720  2.363
C  -27.530  13.271  7.581
S  -26.010  12.883  6.636
O  -26.398  12.105  5.405
C  -25.367  11.562  7.762
H  -27.321  13.891  8.465
H  -27.971  12.313  7.880
H  -28.241  13.775  6.916
H  -24.305  11.439  7.584
H  -26.028  10.691  7.607
H  -25.587  11.990  8.756
C  -18.410  14.565  6.965
S  -17.616  15.960  6.092
O  -16.232  15.444  5.835
C  -17.454  17.159  7.483
H  -18.797  13.927  6.219
H  -19.297  14.863  7.493
H  -17.568  14.225  7.556
H  -18.319  17.820  7.496
H  -16.533  17.705  7.314
H  -17.295  16.618  8.419
C  -17.078  9.026  9.107
S  -18.728  9.528  8.573
O  -19.319  10.225  9.759
C  -18.182  10.852  7.478
H  -17.121  8.027  9.583
H  -16.661  9.729  9.832
H  -16.459  9.059  8.219
H  -19.050  11.534  7.169
H  -17.702  10.552  6.535
H  -17.491  11.449  8.004

Results
M ... 990.56 g mol⁻¹
Highest occupied orbital energy ... -8.83 eV